1.
ORCA calculation (ωB97M-V/def2-TZVPD) on a molecular structure, C36H48CaN13O6PS2.

Energy above the lowest of the compared OMol25 structures with the same formula, charge and spin, eV: 0.0000
Frontier orbital gap, eV: 8.133
Charge: 0
HOMO, eV: -8.00

XYZ file:
```
107
C36H48CaN13O6PS2, DFT ωB97M-V/def2-TZVPD
Ca -0.24 -0.08 -0.38
C -0.09 5.92 -0.94
N 0.41 4.60 -0.60
C 1.56 4.35 0.09
C 1.65 2.99 0.20
N 0.57 2.41 -0.41
C -0.16 3.40 -0.89
P -1.68 3.24 -1.87
C -2.67 2.24 -0.72
N -2.23 1.35 0.14
C -3.30 0.96 0.88
C -4.41 1.62 0.47
N -4.01 2.44 -0.55
C -4.87 3.33 -1.31
C -1.06 2.01 -3.05
N -0.43 0.89 -2.76
C 0.04 0.39 -3.93
C -0.32 1.21 -4.96
N -1.02 2.24 -4.40
C -1.64 3.35 -5.12
H 0.61 6.66 -0.58
H -1.06 6.10 -0.48
H -0.19 6.03 -2.02
H 2.20 5.14 0.44
H 2.40 2.40 0.69
H -3.21 0.21 1.66
H -5.44 1.58 0.78
H -5.89 3.18 -0.99
H -4.80 3.11 -2.37
H -4.59 4.37 -1.14
H 0.62 -0.52 -3.97
H -0.16 1.15 -6.02
H -1.48 3.19 -6.18
H -1.19 4.29 -4.83
H -2.71 3.38 -4.92
C -1.11 -3.57 2.68
C -0.47 -4.30 1.50
C 0.32 -3.18 0.85
O -0.46 -1.99 1.05
C -1.44 -2.21 2.09
H -0.40 -3.47 3.50
H -2.00 -4.07 3.06
H -1.24 -4.68 0.82
H 0.16 -5.13 1.80
H 0.49 -3.30 -0.22
H 1.29 -3.06 1.35
H -2.42 -2.20 1.61
H -1.36 -1.39 2.81
O 1.58 -3.07 5.22
S 2.30 -2.00 4.57
O 3.62 -2.31 4.06
N 1.40 -1.33 3.38
C 1.17 -0.05 3.60
S 0.37 0.98 2.54
C 1.70 0.44 4.91
C 1.62 1.71 5.46
C 2.22 1.93 6.69
C 2.89 0.91 7.36
C 2.98 -0.36 6.81
C 2.37 -0.56 5.58
H 1.10 2.50 4.93
H 2.17 2.91 7.14
H 3.35 1.11 8.32
H 3.49 -1.17 7.31
C -3.48 -0.41 -4.61
C -4.19 -1.57 -3.94
C -3.25 -2.50 -3.16
C -4.09 -3.61 -2.48
C -3.28 -4.58 -1.64
C -2.30 -3.17 -4.13
O -2.68 -3.73 -5.14
N -0.97 -3.13 -3.79
C -0.42 -2.49 -2.67
O 0.79 -2.55 -2.53
N -1.23 -1.79 -1.84
C -2.56 -1.71 -2.05
O -3.26 -1.00 -1.32
H -4.19 0.22 -5.16
H -2.73 -0.76 -5.33
H -2.97 0.22 -3.87
H -4.71 -2.18 -4.69
H -4.94 -1.20 -3.24
H -4.62 -4.14 -3.28
H -4.83 -3.10 -1.86
H -2.55 -5.13 -2.24
H -3.93 -5.32 -1.17
H -2.74 -4.06 -0.85
H -0.32 -3.61 -4.39
C 4.75 0.82 2.94
C 5.83 0.29 2.01
C 6.35 1.37 1.07
C 5.37 -0.97 1.27
N 4.23 -0.71 0.39
C 2.93 -0.78 0.66
N 2.28 -0.34 -0.40
N 3.21 -0.02 -1.32
N 4.38 -0.23 -0.86
H 5.12 1.68 3.52
H 4.42 0.06 3.65
H 3.87 1.17 2.38
H 6.67 -0.06 2.64
H 5.54 1.77 0.45
H 7.12 0.99 0.40
H 6.77 2.20 1.64
H 5.04 -1.72 1.98
H 6.16 -1.38 0.65
H 2.50 -1.12 1.59
```



2.
ORCA calculation (ωB97M-V/def2-TZVPD) on 2 unconnected molecules or ions with the total composition C14H16O2 in a non-equilibrium geometry.

Energy above the lowest of the compared OMol25 structures with the same formula, charge and spin, eV: 2.9285
SMILES string: Cc1ccc(O)cc1.Cc1ccc(O)cc1
Frontier orbital gap, eV: 8.902
Charge: 0
HOMO, eV: -8.18

XYZ file:
```
32
C14H16O2, DFT ωB97M-V/def2-TZVPD
C -3.93 2.45 4.03
C -0.84 1.10 1.54
C -2.15 0.98 1.14
C -0.58 1.58 2.87
C -3.23 1.51 1.91
C -1.61 1.90 3.80
C -2.79 1.98 3.16
O 0.13 0.54 0.76
H 0.78 1.30 0.72
H -2.52 0.51 0.26
H 0.40 1.67 3.12
H -4.17 1.58 1.59
H -1.52 2.03 4.87
H -3.70 2.26 5.15
H -4.81 1.90 3.83
H -4.10 3.51 3.79
C 2.20 0.95 -3.85
C 0.73 -0.78 -2.64
C 2.03 -0.34 -3.05
C 0.54 -2.06 -2.07
C 3.16 -1.14 -2.73
C 1.73 -2.71 -1.80
C 3.00 -2.34 -2.04
O 1.53 -3.88 -1.09
H -0.11 -0.20 -2.69
H -0.39 -2.41 -1.78
H 2.71 1.72 -3.24
H 1.24 1.35 -4.31
H 4.09 -0.67 -3.19
H 3.84 -2.90 -1.71
H 2.53 -4.13 -0.67
H 2.89 0.79 -4.76
```



3.
ORCA calculation (ωB97M-V/def2-TZVPD) on a molecular structure, C20H23O7PSi2 in a non-equilibrium geometry.

Frontier orbital gap, eV: 6.217
Charge: 0
HOMO, eV: -8.21

XYZ file:
```
53
C20H23O7PSi2, DFT ωB97M-V/def2-TZVPD
C 0.71 3.64 5.15
C 0.49 3.33 3.54
C 1.65 2.45 2.77
C 1.57 2.10 1.17
C 0.29 2.65 0.27
C 0.15 2.37 -1.34
Si 1.90 2.83 -2.12
O 2.30 4.54 -1.90
Si 4.04 4.75 -1.68
P 4.38 6.87 -1.09
O 5.12 6.93 0.51
O 2.81 7.63 -1.00
C -0.90 3.53 1.05
C -0.83 3.87 2.68
H 0.50 4.80 5.28
H 1.85 3.38 5.37
H 0.08 2.96 5.86
H 2.58 2.09 3.43
H 2.46 1.45 0.71
H -0.19 1.29 -1.63
H -0.60 3.15 -1.82
H 1.99 2.38 -3.51
H 2.90 2.01 -1.37
H 4.61 3.91 -0.64
H 4.80 4.56 -2.92
H 4.39 6.96 1.22
H 2.15 6.97 -0.57
H -1.84 3.97 0.48
H -1.66 4.47 3.23
C -2.07 -2.66 -0.23
C -3.26 -3.23 -0.39
C -4.24 -2.70 -1.36
O -5.34 -3.22 -1.50
C -3.85 -1.51 -2.14
C -2.66 -0.93 -1.97
C -1.67 -1.47 -1.01
O -0.58 -0.95 -0.86
H -1.33 -3.04 0.47
H -3.56 -4.11 0.17
H -4.59 -1.13 -2.84
H -2.36 -0.06 -2.54
C -0.01 -6.41 -1.16
C -0.22 -7.61 -1.71
C -1.25 -8.52 -1.16
O -1.45 -9.62 -1.66
C -2.02 -8.06 0.01
C -1.80 -6.86 0.55
C -0.78 -5.95 0.01
O -0.58 -4.85 0.51
H 0.74 -5.72 -1.54
H 0.33 -7.96 -2.57
H -2.77 -8.74 0.39
H -2.36 -6.51 1.41
```



4.
ORCA calculation (ωB97M-V/def2-TZVPD) on a molecular structure, C31H41AsCeNO2PSi in a non-equilibrium geometry.

Energy above the lowest of the compared OMol25 structures with the same formula, charge and spin, eV: 0.0000
Frontier orbital gap (spin up / spin down), eV: 3.626 / 3.683
Charge: 0
HOMO (spin up / spin down), eV: -4.27 / -4.32

XYZ file:
```
79
C31H41AsCeNO2PSi, DFT ωB97M-V/def2-TZVPD
Ce -0.01 0.15 -1.11
Si 0.16 0.07 -4.04
P 1.66 -1.70 -3.31
N 2.00 0.84 -1.12
H -0.64 -3.85 -1.42
C 2.55 -3.00 -2.28
H 3.10 -3.68 -2.97
H 1.84 -3.59 -1.67
H 3.28 -2.53 -1.60
C 1.09 -2.82 -4.65
H 1.93 -3.44 -4.99
H 0.69 -2.27 -5.51
H 0.31 -3.49 -4.27
C 3.17 -0.92 -4.01
H 3.77 -1.67 -4.54
H 3.77 -0.50 -3.19
H 2.92 -0.11 -4.70
C -1.64 -0.29 -4.48
H -2.33 -0.20 -3.61
H -1.74 -1.29 -4.94
H -1.92 0.48 -5.22
H 0.09 1.27 -3.11
H 0.79 0.67 -5.24
C 2.99 1.75 -1.12
C 4.84 2.91 0.01
C 3.95 1.85 -0.05
C 3.09 2.73 -2.16
C 3.98 3.78 -2.08
C 4.87 3.89 -0.99
H 5.53 2.99 0.85
H 3.91 1.08 0.73
H 2.39 2.62 -3.01
H 4.02 4.53 -2.87
H 5.57 4.72 -0.94
C -1.42 -3.09 -1.18
O -0.93 -1.75 -1.30
C -1.86 -3.29 0.25
H -2.56 -4.12 0.43
H -2.37 -2.44 0.69
H -0.98 -3.45 0.86
C -2.46 -3.49 -2.20
H -2.41 -4.57 -2.30
H -2.27 -3.07 -3.19
H -3.49 -3.28 -1.91
O -0.74 0.86 0.74
As -1.29 0.91 2.40
C -1.09 -0.91 2.97
C -2.21 -1.59 3.47
C -2.07 -2.91 3.90
C -0.82 -3.54 3.83
C 0.30 -2.85 3.35
C 0.17 -1.52 2.92
C 0.04 2.09 3.11
C 0.05 2.24 4.50
C 1.04 3.03 5.10
C 2.01 3.65 4.31
C 1.99 3.50 2.92
C 1.00 2.72 2.31
C -3.07 1.56 2.09
C -3.94 0.88 1.21
C -5.24 1.38 1.04
C -5.63 2.56 1.69
C -4.74 3.25 2.52
C -3.45 2.75 2.72
H -3.17 -1.07 3.56
H -2.93 -3.45 4.29
H -0.71 -4.58 4.16
H 1.27 -3.34 3.29
H 1.04 -0.97 2.56
H -0.71 1.73 5.11
H 1.05 3.15 6.18
H 2.79 4.25 4.78
H 2.75 3.97 2.30
H 0.99 2.59 1.22
H -3.60 -0.01 0.68
H -5.93 0.85 0.38
H -6.64 2.95 1.53
H -5.04 4.17 3.01
H -2.73 3.27 3.35
```



5.
ORCA calculation (ωB97M-V/def2-TZVPD) on C5H14BNO4S in the gas phase in a non-equilibrium geometry.

Energy above the lowest of the compared OMol25 structures with the same formula, charge and spin, eV: 0.0000
SMILES string: CCOB(O)[C@H](C)NS(C)(=O)=O
Frontier orbital gap, eV: 10.044
Charge: 0
HOMO, eV: -9.52

XYZ file:
```
26
C5H14BNO4S, DFT ωB97M-V/def2-TZVPD
B -0.65 0.04 0.49
C -2.87 -1.02 3.06
C -0.82 -0.95 -2.01
C 2.88 1.54 -2.50
C -1.37 -1.08 2.51
C -0.14 0.03 -1.08
N 1.26 -0.17 -1.09
O 1.56 2.25 -0.24
O 3.48 0.65 -0.06
O -0.29 1.14 1.24
O -1.05 -1.06 1.13
S 2.36 1.16 -0.79
H -3.18 -2.09 3.20
H -2.91 -0.55 4.04
H -3.77 -0.62 2.53
H -0.94 -1.88 -1.44
H -0.22 -1.22 -2.89
H -1.85 -0.75 -2.23
H 1.98 1.62 -3.12
H 3.46 2.49 -2.45
H 3.48 0.63 -2.80
H -1.01 -2.08 2.87
H -0.79 -0.18 2.90
H -0.36 1.01 -1.48
H 1.65 -0.82 -0.54
H 0.12 1.91 0.74
```



6.
ORCA calculation (ωB97M-V/def2-TZVPD) on C3H7NO3 in the gas phase in a non-equilibrium geometry.

Energy above the lowest of the compared OMol25 structures with the same formula, charge and spin, eV: 4.0493
SMILES string: O=C(O)CCNO
Frontier orbital gap, eV: 10.681
Charge: 0
HOMO, eV: -10.05

XYZ file:
```
14
C3H7NO3, DFT ωB97M-V/def2-TZVPD
C 0.55 0.25 -0.10
C -0.61 -0.63 0.09
C -2.00 -0.04 -0.09
H 3.36 -0.07 -0.68
H 1.79 -0.65 1.10
H 0.55 1.20 0.45
H 0.51 0.37 -1.07
H -0.57 -0.88 1.22
H -0.42 -1.68 -0.35
H -2.91 1.64 -0.22
N 1.82 -0.49 0.04
O 2.88 0.43 -0.21
O -2.03 1.27 0.09
O -2.93 -0.73 -0.28
```



7.
ORCA calculation (ωB97M-V/def2-TZVPD) on a molecular structure, C10H15N2O3S2Se2Te2V.

Energy above the lowest of the compared OMol25 structures with the same formula, charge and spin, eV: 0.3431
Frontier orbital gap (spin up / spin down), eV: 5.783 / 4.312
Spin multiplicity: 4
Charge: -1
HOMO (spin up / spin down), eV: -3.67 / -3.60

XYZ file:
```
37
C10H15N2O3S2Se2Te2V, DFT ωB97M-V/def2-TZVPD
V 0.96 1.50 -1.94
Se 3.20 1.81 -2.90
Te 1.07 6.57 -4.04
Te 0.51 9.06 -4.26
Se 1.69 3.59 -3.16
C -2.91 -0.24 -0.89
N -1.44 -0.17 -0.96
C -0.95 0.84 -1.83
S -0.65 0.70 -3.51
N -0.96 2.16 -1.28
C -1.65 3.28 -1.91
H -3.33 -0.96 -1.60
H -3.33 0.73 -1.12
H -3.23 -0.52 0.12
H -1.03 -1.04 -1.25
H -1.06 2.12 -0.27
H -1.59 3.16 -2.99
H -1.17 4.21 -1.63
H -2.71 3.31 -1.61
C 0.14 -4.02 4.25
C 0.59 -3.13 3.12
C -0.27 -2.16 2.60
C 0.15 -1.31 1.59
C 1.44 -1.43 1.08
C 2.30 -2.39 1.60
C 1.87 -3.23 2.61
S 2.01 -0.37 -0.22
O 1.37 0.97 0.05
O 3.44 -0.42 -0.15
O 1.39 -0.80 -1.49
H -0.94 -4.17 4.23
H 0.39 -3.59 5.22
H 0.62 -5.00 4.19
H -1.27 -2.07 3.00
H -0.51 -0.56 1.17
H 3.31 -2.45 1.20
H 2.55 -3.98 3.00
```



8.
ORCA calculation (ωB97M-V/def2-TZVPD) on a molecular structure, C8H10CdN2Se in a non-equilibrium geometry.

Energy above the lowest of the compared OMol25 structures with the same formula, charge and spin, eV: 0.0000
Frontier orbital gap (spin up / spin down), eV: 3.169 / 3.175
Charge: -2
HOMO (spin up / spin down), eV: 2.12 / 2.12

XYZ file:
```
22
C8H10CdN2Se, DFT ωB97M-V/def2-TZVPD
C -1.61 -1.56 -0.88
C -1.93 -1.44 0.52
C -0.81 -1.94 1.28
C 0.20 -2.37 0.35
C -0.29 -2.14 -0.98
Cd -0.06 -0.06 0.18
N 0.45 0.90 -1.53
C -0.83 2.37 -0.02
C -1.45 1.64 0.97
H -0.75 -1.98 2.37
H -2.85 -1.05 0.93
H 1.16 -2.79 0.61
H 0.24 -2.34 -1.90
H -2.24 -1.25 -1.71
H -2.48 1.30 0.85
H -1.34 2.62 -0.94
H 0.62 1.36 -2.47
H -1.00 1.55 1.97
H 0.13 2.87 0.17
Se 4.83 1.41 0.06
C 3.17 0.93 0.03
N 2.08 0.59 0.07
```



9.
ORCA calculation (ωB97M-V/def2-TZVPD) on a molecular structure, C28H32As2BCl3N4O9RhS2 in a non-equilibrium geometry.

Energy above the lowest of the compared OMol25 structures with the same formula, charge and spin, eV: 0.0000
Frontier orbital gap, eV: 6.237
Charge: +1
HOMO, eV: -10.54

XYZ file:
```
82
C28H32As2BCl3N4O9RhS2, DFT ωB97M-V/def2-TZVPD
Rh 0.49 -0.21 -0.80
Cl 1.61 -4.47 4.97
C 1.18 -3.22 3.86
C 1.33 -3.41 2.50
C 0.99 -2.39 1.64
Cl 1.16 -2.63 -0.07
C 0.49 -1.14 2.06
O 0.17 -0.15 1.26
C 0.34 -1.01 3.46
Cl -0.30 0.47 4.06
C 0.68 -2.01 4.34
H 1.69 -4.36 2.12
H 0.56 -1.86 5.40
C 4.33 -1.76 1.06
N 3.77 -0.49 1.47
C 3.84 0.04 2.74
C 3.32 1.29 2.67
N 2.95 1.54 1.38
B 2.42 2.91 0.82
N 0.93 3.05 1.28
C 0.52 3.57 2.47
C -0.83 3.49 2.53
N -1.24 2.91 1.36
C -2.61 2.58 1.01
C -0.15 2.65 0.61
S -0.23 2.04 -1.00
C 3.20 0.44 0.66
S 2.86 0.19 -1.02
H 4.31 -2.44 1.90
H 5.36 -1.63 0.73
H 3.75 -2.16 0.24
H 4.25 -0.51 3.56
H 3.21 2.02 3.45
H 3.06 3.80 1.32
H 2.46 2.89 -0.37
H 1.22 3.97 3.19
H -1.52 3.80 3.29
H -3.22 2.63 1.91
H -2.64 1.58 0.60
H -3.00 3.28 0.28
C -1.83 -6.19 -0.82
O -1.71 -4.98 -1.58
C -1.78 -3.85 -0.89
O -1.91 -3.80 0.31
C -1.52 -2.61 -1.69
C -1.18 -2.58 -3.00
As -2.62 -3.50 -3.99
C -2.30 -3.14 -5.89
C -3.66 -1.83 -3.57
C -3.55 -0.97 -2.57
As -2.18 -0.89 -1.08
C -3.28 -1.26 0.48
C -4.49 0.18 -2.32
O -5.35 0.09 -1.49
O -4.26 1.34 -2.93
C -3.17 1.48 -3.85
C -4.80 -1.68 -4.54
O -5.14 -0.65 -5.07
O -5.34 -2.88 -4.77
C -6.49 -2.95 -5.64
C -0.45 -1.40 -3.53
O 0.43 -0.79 -2.92
O -0.68 -1.11 -4.79
C 0.11 -0.05 -5.37
H -1.54 -6.99 -1.49
H -2.86 -6.33 -0.50
H -1.19 -6.16 0.06
H -1.27 -3.42 -6.14
H -2.47 -2.10 -6.17
H -2.97 -3.78 -6.45
H -3.81 -2.19 0.37
H -3.99 -0.44 0.59
H -2.60 -1.31 1.33
H -3.39 0.96 -4.78
H -2.24 1.12 -3.42
H -3.09 2.55 -4.04
H -6.75 -1.96 -5.99
H -7.30 -3.38 -5.06
H -6.24 -3.60 -6.47
H -0.26 0.07 -6.38
H 1.16 -0.32 -5.36
H -0.03 0.87 -4.80
```



| no. | energy (Eh) |
| --- | --- |
| 1 | -4379.4864 |
| 2 | -693.4489 |
| 3 | -2222.5946 |
| 4 | -4752.6689 |
| 5 | -977.7078 |
| 6 | -398.8888 |
| 7 | -7804.7038 |
| 8 | -2989.2060 |
| 9 | -8766.0751 |